1.
{"formula": "C21H26N2O6S", "method": "ωB97M-V/def2-TZVPD", "elements": ["C", "C", "O", "C", "C", "C", "C", "C", "C", "O", "C", "C", "H", "H", "H", "H", "H", "H", "C", "O", "N", "C", "C", "C", "C", "C", "C", "H", "H", "S", "O", "O", "N", "C", "H", "C", "H", "O", "C", "H", "C", "H", "H", "H", "H", "H", "H", "H", "H", "H", "H", "H", "H", "H", "H", "H"], "xyz": [[-4.46, -1.42, -2.96], [-4.67, -1.57, -1.56], [-3.51, -1.35, -0.78], [-3.08, -0.25, -0.51], [-3.66, 0.81, -1.07], [-3.13, 2.11, -0.58], [-1.97, 2.11, 0.24], [-1.37, 1.06, 0.43], [-2.01, -0.15, 0.20], [-1.25, -1.32, 0.75], [-2.07, -2.16, 1.34], [-2.99, -1.84, 2.39], [-3.31, -3.00, 2.84], [-3.65, -1.19, 2.20], [-2.29, -1.43, 3.11], [-2.68, -2.90, 0.69], [-1.18, -3.20, 1.71], [-0.49, 0.97, 1.23], [-1.19, 3.67, 0.31], [-2.01, 4.57, 0.79], [0.02, 3.69, 0.27], [0.96, 2.96, 0.05], [0.87, 2.07, -1.09], [1.83, 1.15, -1.34], [3.12, 1.35, -1.14], [3.46, 2.17, 0.06], [2.36, 2.80, 0.46], [2.56, 3.89, 1.19], [4.28, 2.18, 0.60], [4.43, -0.05, -1.23], [5.69, 0.68, -1.10], [4.08, -0.57, -2.73], [4.28, -1.25, -0.21], [3.01, -2.19, -0.35], [3.25, -3.19, -0.20], [2.06, -1.42, 0.80], [1.05, -1.43, 0.17], [2.42, -0.40, 1.63], [3.63, -0.51, 2.06], [3.78, 0.57, 2.51], [4.83, -1.18, 1.26], [4.98, -2.00, 1.70], [5.49, -0.46, 1.05], [3.46, -1.37, 2.93], [1.83, -2.34, 1.46], [2.80, -1.98, -1.34], [1.84, 0.27, -2.27], [0.05, 1.76, -1.61], [0.41, 4.67, 0.66], [-3.65, 3.18, -0.93], [-4.57, 1.04, -1.54], [-5.57, -0.81, -1.30], [-5.00, -2.51, -1.45], [-5.35, -1.67, -3.53], [-3.65, -2.23, -3.22], [-4.08, -0.34, -3.07]], "nbo_charge": [-0.635, -0.059, -0.455, 0.203, -0.319, -0.145, -0.130, -0.247, 0.267, -0.522, 0.005, -0.629, 0.218, 0.196, 0.204, 0.155, 0.115, 0.245, 0.698, -0.624, -0.594, 0.207, -0.239, -0.222, -0.217, -0.221, -0.166, 0.151, 0.231, 2.168, -0.918, -0.940, -0.709, -0.199, 0.207, -0.134, 0.251, -0.503, -0.055, 0.209, -0.200, 0.199, 0.234, 0.120, 0.161, 0.233, 0.262, 0.220, 0.414, 0.248, 0.244, 0.162, 0.192, 0.230, 0.212, 0.221], "energy_ha": -1774.20642, "e_above_lowest_kcal_mol": 500.1}


2.
{"formula": "C21H26N3O3", "method": "ωB97M-V/def2-TZVPD", "elements": ["C", "C", "O", "C", "C", "C", "C", "N", "C", "C", "C", "C", "C", "C", "N", "C", "N", "C", "C", "C", "C", "C", "O", "C", "C", "C", "O", "H", "H", "H", "H", "H", "H", "H", "H", "H", "H", "H", "H", "H", "H", "H", "H", "H", "H", "H", "H", "H", "H", "H", "H", "H", "H"], "xyz": [[-4.60, -2.01, -2.10], [-4.66, -0.95, -1.01], [-3.38, -0.43, -0.69], [-2.42, -1.21, -0.13], [-1.12, -0.76, -0.35], [-0.01, -1.41, 0.19], [1.35, -0.95, -0.01], [2.40, -1.77, 0.16], [3.50, -1.07, -0.07], [4.85, -1.50, -0.03], [5.14, -2.92, 0.30], [5.81, -0.56, -0.31], [5.47, 0.77, -0.61], [4.16, 1.17, -0.64], [3.20, 0.25, -0.37], [1.83, 0.32, -0.35], [1.15, 1.58, -0.52], [0.70, 2.24, 0.74], [-0.32, 3.33, 0.33], [-1.30, 3.66, 1.47], [-2.47, 2.73, 1.17], [-2.47, 2.71, -0.35], [-1.10, 2.79, -0.73], [-0.21, -2.56, 0.94], [-1.49, -3.02, 1.17], [-2.61, -2.35, 0.67], [-3.86, -2.80, 0.95], [-4.11, -1.61, -2.98], [-5.61, -2.31, -2.37], [-4.06, -2.89, -1.76], [-5.15, -1.35, -0.11], [-5.22, -0.08, -1.35], [-1.02, 0.09, -1.00], [4.90, -3.11, 1.34], [6.19, -3.15, 0.13], [4.52, -3.57, -0.30], [6.85, -0.84, -0.30], [6.24, 1.49, -0.82], [3.87, 2.18, -0.86], [0.24, 1.48, -1.05], [1.74, 2.22, -1.06], [0.21, 1.48, 1.34], [1.54, 2.66, 1.28], [0.21, 4.21, -0.03], [-1.61, 4.70, 1.40], [-0.85, 3.49, 2.45], [-2.29, 1.73, 1.56], [-3.41, 3.10, 1.58], [-3.00, 3.59, -0.76], [-2.89, 1.80, -0.78], [0.64, -3.09, 1.34], [-1.65, -3.90, 1.77], [-3.81, -3.61, 1.47]], "nbo_charge": [-0.639, -0.068, -0.529, 0.319, -0.254, -0.111, 0.169, -0.454, 0.336, 0.014, -0.635, -0.187, -0.221, -0.023, -0.297, 0.138, -0.528, -0.240, 0.076, -0.427, -0.435, -0.079, -0.563, -0.165, -0.260, 0.245, -0.669, 0.213, 0.228, 0.213, 0.200, 0.190, 0.192, 0.239, 0.228, 0.243, 0.232, 0.241, 0.197, 0.488, 0.436, 0.237, 0.232, 0.194, 0.231, 0.229, 0.212, 0.242, 0.183, 0.229, 0.243, 0.220, 0.495], "total_charge": 1, "smiles": "CCOc1cc(-c2nc3c(C)cccn3c2[NH2+]C[C@@H]2CCCO2)ccc1O", "energy_ha": -1205.58008, "e_above_lowest_kcal_mol": 0.0}


3.
{"formula": "C21H26N4O4", "method": "ωB97M-V/def2-TZVPD", "elements": ["C", "O", "C", "C", "C", "C", "C", "O", "N", "C", "C", "C", "N", "N", "C", "C", "C", "N", "C", "O", "C", "C", "C", "O", "C", "C", "C", "C", "C", "H", "H", "H", "H", "H", "H", "H", "H", "H", "H", "H", "H", "H", "H", "H", "H", "H", "H", "H", "H", "H", "H", "H", "H", "H", "H"], "xyz": [[5.44, 0.10, -2.87], [4.97, 1.14, -2.05], [3.63, 1.26, -1.85], [3.23, 2.28, -0.99], [1.90, 2.47, -0.71], [0.92, 1.68, -1.31], [-0.49, 1.87, -0.92], [-0.81, 2.28, 0.18], [-1.42, 1.50, -1.86], [-2.79, 1.52, -1.60], [-3.82, 2.23, -2.20], [-4.96, 1.81, -1.52], [-4.67, 0.93, -0.58], [-3.35, 0.75, -0.64], [-2.69, -0.20, 0.22], [-2.61, 0.32, 1.66], [-2.10, -0.81, 2.58], [-1.56, -1.90, 1.80], [-0.26, -2.22, 1.59], [0.05, -3.08, 0.79], [0.78, -1.48, 2.42], [2.16, -2.15, 2.28], [3.04, -1.06, 1.66], [2.16, -0.16, 1.03], [1.05, -0.05, 1.89], [-2.58, -2.56, 1.00], [-3.42, -1.54, 0.22], [1.32, 0.66, -2.18], [2.66, 0.45, -2.44], [5.15, -0.88, -2.49], [6.53, 0.18, -2.85], [5.09, 0.21, -3.90], [3.99, 2.89, -0.53], [1.58, 3.24, -0.02], [-1.13, 1.42, -2.82], [-3.74, 2.93, -3.00], [-5.98, 2.12, -1.66], [-1.68, -0.34, -0.18], [-3.61, 0.63, 1.96], [-1.96, 1.19, 1.69], [-1.35, -0.42, 3.27], [-2.93, -1.21, 3.17], [0.46, -1.46, 3.46], [2.07, -3.00, 1.60], [2.56, -2.50, 3.23], [3.62, -0.54, 2.44], [3.73, -1.43, 0.90], [1.29, 0.61, 2.73], [0.23, 0.38, 1.32], [-2.05, -3.23, 0.32], [-3.22, -3.16, 1.65], [-4.40, -1.39, 0.68], [-3.58, -1.88, -0.80], [0.60, 0.00, -2.62], [2.94, -0.36, -3.10]], "nbo_charge": [-0.253, -0.486, 0.332, -0.251, -0.122, -0.220, 0.684, -0.622, -0.637, 0.302, -0.350, -0.046, -0.274, -0.159, -0.021, -0.443, -0.214, -0.441, 0.696, -0.642, -0.337, -0.440, -0.065, -0.528, -0.070, -0.232, -0.416, -0.096, -0.331, 0.179, 0.203, 0.177, 0.226, 0.232, 0.414, 0.226, 0.208, 0.217, 0.222, 0.250, 0.215, 0.197, 0.223, 0.250, 0.210, 0.156, 0.192, 0.166, 0.209, 0.250, 0.193, 0.220, 0.221, 0.205, 0.221], "smiles": "COc1ccc(C(=O)Nc2ccnn2C2CCN(C(=O)[C@H]3CCOC3)CC2)cc1", "energy_ha": -1335.82105, "e_above_lowest_kcal_mol": 65.7}